{"formula": "C9H14BrNOSi", "method": "wB97M-V/def2-TZVPD", "smiles": "CC(C)(C)[SiH2]/N=C/c1ccc(Br)o1", "e_homo_ev": -8.5, "gap_ev": 8.380, "total_charge": 0, "energy_ev": -91015.4614, "lumo_ev": -0.09, "elements": ["C", "C", "C", "C", "Si", "N", "C", "C", "C", "C", "C", "Br", "O", "H", "H", "H", "H", "H", "H", "H", "H", "H", "H", "H", "H", "H", "H"], "positions_angstrom": [[-1.266655, -0.009546, -1.477756], [-1.941050, -0.016402, -0.119721], [-1.335558, -1.301305, 0.556361], [-3.453631, 0.012794, -0.420500], [-1.333356, 1.613284, 0.731582], [0.302951, 1.178790, 0.849719], [1.450674, 1.523858, 0.400853], [2.454051, 0.537558, 0.416095], [2.408980, -0.802732, 0.889566], [3.567407, -1.415709, 0.375957], [4.240116, -0.435121, -0.225205], [5.911955, -0.551609, -0.983853], [3.658139, 0.744726, -0.280406], [-1.952434, -0.449081, -2.246018], [-1.065743, 0.979239, -1.827959], [-0.381105, -0.485128, -1.448808], [-1.720389, -1.432722, 1.575593], [-0.195076, -1.200297, 0.630420], [-1.481915, -2.184691, -0.050237], [-4.042610, -0.461109, 0.376789], [-3.859711, 0.983753, -0.473599], [-3.708233, -0.486898, -1.263681], [-1.644037, 2.634134, -0.263890], [-1.769102, 2.017710, 2.181745], [1.643472, 2.463962, -0.031139], [1.566256, -1.150517, 1.358919], [3.946597, -2.306943, 0.769170]], "atomic_forces_ev_per_a": [[-3.05, 1.42, -1.19], [0.13, -0.30, 0.25], [0.70, 1.09, 0.63], [0.62, -0.27, 3.96], [-0.42, -0.96, 0.93], [1.57, 0.69, 0.01], [-2.52, -0.83, 0.87], [1.51, -2.78, 0.53], [1.13, 3.96, -2.56], [-0.87, 0.39, 1.66], [1.74, 0.00, -1.06], [0.63, 0.03, -0.30], [-1.71, -0.20, 0.86], [0.80, 0.04, 0.53], [0.11, 0.95, -0.47], [3.08, -1.81, -0.10], [0.03, -0.27, -0.21], [-1.88, 0.10, -0.09], [-0.48, -0.31, -0.13], [0.19, 0.02, 0.12], [-0.27, 1.47, -0.29], [-0.58, -1.58, -2.78], [-0.18, 0.60, -0.12], [0.10, -0.43, -1.28], [0.44, 1.35, -0.73], [-1.42, -1.03, 1.25], [0.58, -1.36, -0.28]]}